DFT (the ωB97M-V functional and the def2-TZVPD basis) results for 11 unconnected molecules or ions with the total composition C28H83ClN7O14 in a non-equilibrium geometry.

As for the lowest unoccupied orbital energy: 2.241 eV. The value obtained for the frontier orbital gap is 8.618 eV. For the HOMO energy, the calculation gives -6.38 eV. The net charge is -1. The spin multiplicity is 1.

Structure (XYZ):
```
133
Properties=species:S:1:pos:R:3:forces:R:3:mulliken_charge:R:1
Cl 1.969393 -1.289622 2.719003 0.4469 -2.6028 4.1549 1.123
O 2.590354 -2.567357 2.545551 0.8246 -0.9645 -0.2280 -0.364
O 2.265317 -0.496770 1.619316 0.6421 2.5889 -2.6600 0.044
O 0.565705 -1.523105 2.838250 -0.8540 0.6207 -0.0185 -0.787
O 2.500940 -0.699840 3.968864 -0.4902 -0.1522 -1.3327 -0.593
O 4.426027 -4.025149 -0.036570 -0.0028 -0.5278 -0.3846 -0.677
H 4.523398 -3.087872 -0.204701 0.2210 0.4485 0.1635 0.329
H 3.730287 -4.080445 0.618498 -0.1709 0.1142 0.3243 0.319
O 0.004174 1.397818 3.005134 -0.4701 0.2499 0.1360 -0.773
H 0.806942 1.909458 3.105207 0.5301 0.1782 0.1581 0.429
H 0.306533 0.520022 2.772150 -0.2441 -0.2574 0.0409 0.230
O 5.227615 -1.131179 0.713934 0.2808 0.1296 -0.5773 -0.801
H 5.399187 -1.518880 1.572110 -0.0845 -0.4751 0.3382 0.365
H 4.303428 -0.883651 0.742837 -0.4946 0.2022 0.1781 0.289
C -2.945359 -2.627219 -0.054895 -0.5039 -1.4505 -0.4326 -1.168
C -3.149365 -3.320352 1.317954 0.7894 -0.1623 -1.3498 0.375
C -2.931936 -4.905398 1.481109 -0.1952 1.8298 -0.6320 -0.514
O -3.561148 -5.658910 0.462084 0.0983 -0.1587 0.5180 -0.314
C -3.907180 -6.967713 0.933037 -0.5080 1.1302 -1.4397 -0.769
N -2.325811 -2.547849 2.221537 -0.2241 -0.7564 1.3918 -0.555
H -3.187782 -1.565336 -0.013372 0.0183 -0.0880 0.3495 0.447
H -3.616059 -3.100985 -0.771697 -0.1155 0.0547 -0.2112 0.400
H -1.953091 -2.738918 -0.491947 0.1635 -0.1882 0.4028 -0.126
H -4.206526 -3.161657 1.530845 -0.0438 0.0789 0.3933 0.295
H -3.381394 -5.103734 2.454121 -0.1099 -0.2916 0.2221 0.395
H -1.876466 -5.169068 1.548651 0.3124 0.1327 -0.0806 0.268
H -3.026270 -7.578528 1.130513 -0.0456 0.0254 0.5175 0.276
H -4.438611 -7.397372 0.083887 -0.0008 -0.3104 0.0833 0.250
H -4.636103 -6.825209 1.730828 0.3131 -0.5394 0.4817 0.344
H -2.400795 -2.986111 3.128402 -0.4330 0.2971 0.7820 0.301
H -1.335512 -2.703388 2.098204 0.4015 0.2588 -0.8949 0.069
C 6.824331 -0.722682 3.567135 -0.0349 -0.0215 1.3012 -2.105
C 6.595763 -2.082557 4.290401 -0.6237 -1.3664 -0.3693 0.705
C 6.410524 -1.928834 5.820413 1.7496 0.1847 -0.0435 -0.572
O 6.323960 -3.171711 6.575367 2.3535 -0.2515 -0.2024 -0.288
C 7.619720 -3.864857 6.927941 -1.3128 0.3098 -1.0021 -0.997
N 5.537181 -2.945218 3.739735 -0.1686 1.1016 -0.7265 -0.355
H 6.934155 -0.657801 2.484620 -0.3995 -0.6729 0.0643 0.571
H 7.775783 -0.333746 3.929831 0.1318 0.0527 0.2301 0.517
H 6.079864 -0.002397 3.906352 -0.2341 0.0750 -0.2588 0.284
H 7.486911 -2.673968 4.080197 0.4171 0.0417 0.4690 0.281
H 5.572212 -1.302955 6.126374 -0.3703 -0.2842 -0.3567 -0.046
H 7.284744 -1.344156 6.106735 0.3362 -0.0589 0.6739 0.688
H 7.362750 -4.867133 7.270733 -0.4279 0.3720 0.5747 0.312
H 8.251320 -3.318854 7.628707 -0.4922 0.2162 0.2514 0.327
H 8.268871 -4.125148 6.091905 -0.2575 0.6303 -0.6788 0.341
H 5.449605 -3.828507 4.221648 0.3336 -0.0374 0.1840 0.407
H 4.643486 -2.488420 3.852620 -0.4278 0.0724 -0.2005 -0.268
C 1.771634 -1.911914 7.548962 -0.8384 0.7007 1.5645 -1.679
C 3.267981 -2.171653 7.618560 -1.4714 0.3061 1.1485 1.048
C 3.817487 -2.993610 8.797050 -0.3957 0.9944 1.3237 -0.569
O 3.903327 -2.231934 10.013195 -1.1761 -0.2194 0.5427 -0.457
C 5.088899 -1.476289 10.124595 -1.0642 -0.1291 -0.6085 -0.557
N 3.435021 -2.951443 6.487330 1.6881 -1.2980 -2.0749 0.706
H 1.141155 -2.791644 7.678066 0.2816 -0.2577 0.5422 0.267
H 1.433381 -1.574028 6.569417 0.5874 0.3953 -0.1680 0.325
H 1.531627 -1.132034 8.271659 -0.5479 -0.0624 0.1131 0.426
H 3.706718 -1.180863 7.500503 0.6628 0.2938 0.4707 0.292
H 4.809637 -3.442805 8.752740 0.1264 -0.0045 -1.2910 0.305
H 3.113871 -3.814198 8.937214 -0.1000 0.0205 0.3016 0.194
H 4.932892 -0.703276 10.877055 0.0639 -0.1861 0.1525 0.260
H 5.187768 -0.973914 9.162333 0.9123 0.1428 -0.0244 0.214
H 5.904061 -2.147309 10.395422 0.4475 0.2436 -0.1660 0.238
H 4.439446 -3.051969 6.453812 0.0891 -0.7236 -1.0118 -0.455
H 3.131992 -2.331461 5.749837 0.1589 -0.3599 -0.9266 -0.309
C 1.904736 -0.326891 -1.724528 0.5799 -0.2441 -1.3522 -1.300
C 0.665621 -1.046310 -2.218517 -0.1100 -0.0164 0.4004 0.166
C 0.917977 -2.532840 -2.154437 0.6369 -1.4731 -0.6154 -0.564
O -0.124713 -3.231944 -2.758875 -2.0603 0.9839 -0.9390 -0.365
C -0.045105 -4.543936 -3.202297 -0.0636 0.2047 -0.4160 -0.850
N -0.395193 -0.706001 -1.298937 -0.3031 0.0933 0.5113 -0.236
H 1.728912 0.746394 -1.652013 0.0478 -0.1376 0.5081 0.127
H 2.697208 -0.470053 -2.459085 0.1676 0.1113 -0.1884 0.598
H 2.288580 -0.829069 -0.836509 -0.2876 0.4982 0.3924 0.137
H 0.307787 -0.732853 -3.199224 0.5263 -0.1501 -0.3633 0.529
H 0.937871 -2.928288 -1.138898 0.5309 0.5534 0.6052 0.145
H 1.855535 -2.811766 -2.635348 0.3906 0.0694 -0.1250 0.634
H -0.932934 -4.749691 -3.800244 -0.4439 0.1007 0.4017 0.270
H -0.019679 -5.235200 -2.359918 0.4496 -0.3528 -0.1513 0.278
H 0.718972 -4.653416 -3.971900 0.8218 -0.3376 0.4476 0.352
H 0.031571 -1.020189 -0.439132 -0.5566 0.2515 0.9819 -0.006
H -1.174055 -1.330073 -1.453897 -0.2026 -0.0125 -0.0946 0.133
C 4.584051 2.947814 4.366769 2.6378 -0.4738 0.6336 -0.983
C 4.063037 3.339397 3.057628 -1.5911 0.3366 -2.3045 0.350
C 5.086057 3.300390 1.878436 1.4763 -0.8753 1.5990 -0.758
O 4.660169 3.770315 0.633064 -2.7572 -0.1497 1.5974 -0.268
C 5.475590 3.599128 -0.449604 1.3774 0.6831 -0.3336 -0.803
N 2.964371 2.435374 2.760698 -0.6758 0.4891 -0.5432 -0.156
H 5.495986 3.524800 4.520283 0.0351 0.3311 0.6548 0.422
H 4.991492 1.942589 4.259060 -0.1620 -0.4101 0.1335 -0.266
H 3.956601 2.937172 5.257999 -0.3324 0.3812 -0.5019 0.365
H 3.673955 4.357550 3.066787 -0.2298 0.1697 0.1433 0.443
H 5.461055 2.277011 1.865493 -0.4058 -0.7231 -0.6146 0.259
H 6.007020 3.766129 2.229164 0.3004 1.0838 -0.2001 0.492
H 6.403763 4.058641 -0.109821 0.8302 -0.1410 -0.7686 0.372
H 5.082768 4.172781 -1.289079 -0.1409 0.1055 0.1435 0.229
H 5.648110 2.590540 -0.825205 -0.1147 -0.4083 0.4594 0.291
H 3.278424 1.475617 2.779124 0.1060 -0.3060 0.2020 -0.107
H 2.722308 2.610890 1.795973 -0.4509 -0.1407 -0.2850 0.063
C 0.655088 2.910984 0.257658 -2.1286 0.0849 -0.7181 -1.334
C -0.802711 3.030975 -0.462355 3.9737 0.0743 0.3582 0.153
C -0.721332 2.694900 -1.985576 0.2282 -1.0283 1.5095 -0.351
O 0.416127 3.231469 -2.632622 -1.3928 2.0674 -2.4205 -0.231
C 0.061275 3.900545 -3.926856 1.0550 -1.0643 1.3236 -0.830
N -1.655600 2.126379 0.232581 -1.5266 -0.2821 -0.9032 -0.581
H 0.590727 3.195723 1.307840 -0.1766 0.7654 -0.2436 0.511
H 1.384391 3.466007 -0.332406 0.2504 -0.2570 0.2892 0.505
H 0.848296 1.848927 0.408685 0.3680 -0.1751 -0.7335 -0.048
H -1.160792 4.056726 -0.374532 -0.0222 0.1141 0.1779 0.521
H -1.739728 2.938308 -2.288425 0.1093 0.6566 -1.1587 0.431
H -0.620924 1.621126 -2.143797 -0.2753 -0.2656 0.4914 -0.051
H 1.020725 4.206603 -4.343858 -0.1235 0.3590 0.1539 0.229
H -0.640106 4.726561 -3.809139 0.1810 0.1228 0.3311 0.314
H -0.364897 3.223412 -4.667106 -0.1768 -0.4663 0.2639 0.307
H -2.507739 2.221367 -0.301220 -1.3197 0.3619 0.4324 0.345
H -1.449509 1.220326 -0.163255 0.9086 -0.8847 0.5646 0.130
C 2.253792 -6.353274 3.120821 -0.1902 -0.8769 1.8017 -1.320
C 1.645583 -6.062332 4.546546 -0.3561 -0.4083 0.4570 0.680
C 2.561472 -6.350637 5.761312 -0.0425 0.1540 -0.7324 -0.350
O 2.885541 -7.714186 5.784378 1.2850 -0.9577 -1.0265 -0.378
C 1.806281 -8.579701 6.038048 -0.3247 0.7255 1.7197 -0.735
N 1.141480 -4.736665 4.628029 -0.2941 0.7632 0.1217 -0.505
H 3.097515 -5.689356 2.932540 0.0565 -0.1210 -0.0510 0.167
H 1.517434 -6.275326 2.320945 -0.2069 0.3929 0.1778 0.407
H 2.531566 -7.407182 3.135561 0.5460 -0.0082 -0.2572 0.428
H 0.710789 -6.600108 4.704879 0.2906 -1.0322 -0.4589 0.075
H 2.289620 -6.042819 6.770985 -1.5396 0.0933 -0.0025 0.357
H 3.434715 -5.699224 5.726552 0.7516 -0.5468 -0.7791 0.003
H 1.887527 -9.604379 5.675345 0.4557 0.3431 -0.6335 0.256
H 0.852345 -8.122224 5.775705 -0.0108 -0.3408 -0.2950 0.339
H 1.794647 -8.665915 7.124574 -0.3955 -0.3187 0.4030 0.299
H 0.896144 -4.582272 3.660515 0.0090 1.5093 0.1928 0.134
H 1.864397 -4.137963 5.000902 -0.0401 0.7168 -0.5669 -0.025
```
Forces are in eV/Å.